No. 1
50
Properties=species:S:1:pos:R:3:forces:R:3:lowdin_charge:R:1 method="wB97M-V/def2-TZVPD" gap_ev="9.73 / 9.91" charge=+2 total_energy_ha=-2181.73418 lumo_energy_ev="-6.39 / -6.39" homo_energy_ha="-0.5924 / -0.5989" multiplicity=6
Mn -0.031588 -0.802232 0.204992 1.533 3.196 0.286 0.958
C 1.283846 0.544986 -4.088436 1.616 1.531 0.070 -0.047
C 1.414752 0.561392 -2.612562 0.986 1.828 -0.195 -0.328
O 1.013138 -0.583498 -1.936749 -1.887 0.955 2.840 -0.073
H 0.301216 0.533482 -4.411535 -2.095 -0.369 -0.663 0.051
H 1.864351 -0.210803 -4.559511 0.508 -0.649 -0.556 0.085
H 1.663340 1.550047 -4.396139 -0.036 -0.831 -0.096 0.123
H 0.788576 1.394537 -2.293905 0.192 -0.124 0.630 0.096
H 2.467993 0.722729 -2.349320 -0.243 0.362 -0.041 0.118
H 1.233607 -1.304783 -2.440442 0.941 -2.820 -1.910 0.058
C -1.246879 -0.505432 4.309375 0.025 1.386 -0.852 -0.034
C -1.510505 0.577229 3.205189 -0.329 0.232 2.953 -0.260
O -1.318928 -0.124895 2.035607 1.308 -0.118 -2.733 -0.152
H -1.558739 -0.105235 5.249787 0.090 -0.126 0.884 0.077
H -0.186038 -0.743693 4.268626 0.100 0.212 0.396 0.058
H -1.759844 -1.447371 4.106098 -0.438 0.224 -0.043 0.078
H -0.879832 1.490336 3.312275 0.140 -1.082 -0.403 0.136
H -2.528482 0.997703 3.224560 0.082 -0.407 0.164 0.129
H -2.080692 -0.668157 1.942639 -1.159 -0.657 -0.133 0.085
C -2.137017 1.865179 -2.443021 -1.355 -0.744 -0.641 -0.038
C -2.438041 0.863207 -1.306949 -0.134 0.505 -2.464 -0.252
O -1.315143 0.918161 -0.479605 0.795 -0.279 0.885 -0.159
H -2.997384 2.140963 -3.048183 -0.422 -0.528 -0.099 0.090
H -1.408848 1.449786 -3.149765 0.115 0.341 0.429 0.069
H -1.896715 2.833301 -2.060334 0.870 0.558 0.507 0.073
H -2.498340 -0.146738 -1.757339 -0.287 0.553 0.542 0.107
H -3.308280 1.132831 -0.723364 -0.489 -0.227 -0.141 0.129
H -1.392996 1.793148 -0.073693 0.712 -0.445 0.410 0.107
C -1.508864 -3.085883 -0.067393 -11.642 -2.854 3.836 -0.584
O -2.744076 -3.511990 0.096056 6.735 1.258 -0.894 0.103
N -1.148680 -2.261642 -0.985626 -0.950 1.340 -12.767 0.058
N -0.682578 -2.667708 0.885317 3.417 -3.415 8.014 0.045
H -0.482005 -2.762057 -1.684323 -0.776 1.196 1.273 0.197
H -2.021142 -2.175672 -1.661750 1.977 -0.024 1.273 0.197
H 0.042736 -3.400177 0.991768 0.454 0.607 -0.048 0.166
H -1.058778 -2.715392 1.851193 -0.309 -0.193 -0.588 0.153
C 1.876448 2.003945 0.288169 -6.530 -3.949 3.179 -0.665
O 1.076329 1.116369 1.014632 3.147 2.833 -2.739 -0.148
N 3.046210 1.826617 -0.091739 9.673 -1.335 -0.982 0.176
N 1.364762 3.048160 -0.244757 -4.464 4.893 -0.520 0.164
H 3.498830 0.931055 0.140164 -0.263 0.855 -0.084 0.146
H 3.785926 2.640670 -0.329643 -2.690 -2.540 0.743 0.230
H 0.438537 3.328781 0.245648 2.332 -0.023 -1.771 0.179
H 1.846082 3.612273 -1.024737 -1.360 -1.083 2.132 0.186
C 2.044006 -1.701870 2.485380 -0.109 -0.178 0.268 -0.081
O 1.931798 -1.698938 1.044555 -0.213 -0.514 -0.089 -0.183
H 2.847289 -2.333776 2.714215 1.215 -1.041 0.511 0.079
H 1.205111 -2.102849 3.096885 0.005 0.480 -1.096 0.095
H 2.346058 -0.730801 2.792753 -0.270 0.975 0.428 0.082
H 2.759475 -2.085295 0.714941 -0.521 0.234 -0.105 0.120

=====

No. 2
48
Properties=species:S:1:pos:R:3:forces:R:3:lowdin_charge:R:1 method="wB97M-V/def2-TZVPD" gap_ev=7.99 charge=0 total_energy_ha=-996.96878 lumo_energy_ev=0.09 homo_energy_ha=-0.2902 de_lowest_kj_mol=0.0
N 0.951779 -0.627311 -0.382573 0.818 -0.776 0.818 0.267
H 1.975134 -0.776351 -0.351842 -0.262 0.347 -0.374 0.073
H 0.725049 -0.058846 0.442583 -0.257 -0.095 -0.237 0.075
H 0.557239 -1.597056 -0.294127 -0.291 0.835 -0.214 0.085
H 0.716748 -0.150519 -1.272811 0.058 0.143 -0.594 0.060
N 1.132394 0.142592 -3.813351 0.049 -0.452 -1.030 -0.603
O 1.908855 -0.839447 -3.693291 -0.382 0.560 0.338 -0.070
O 0.666309 0.702053 -2.774325 -0.099 0.004 0.194 -0.115
O 0.796969 0.551811 -4.935712 0.247 -0.148 0.910 -0.022
C 2.973896 1.272311 3.112443 0.461 0.062 -0.605 -0.053
C 1.924825 0.190844 3.056148 -1.145 -0.177 0.249 -0.456
C 1.312395 -0.089648 4.428925 -0.007 0.223 0.372 -0.052
O 0.863949 0.540909 2.136261 0.059 0.294 0.413 -0.095
H 2.672395 2.161114 3.668988 -0.159 -0.248 0.327 0.083
H 3.187826 1.651954 2.110697 0.123 -0.303 -0.071 0.083
H 3.891653 0.854800 3.528978 0.041 0.231 0.127 0.087
H 2.285790 -0.748676 2.635409 0.364 0.133 -0.003 0.137
H 1.176976 0.848582 4.975556 0.014 0.041 -0.048 0.079
H 1.939121 -0.719089 5.061950 0.125 -0.006 -0.135 0.083
H 0.327932 -0.554407 4.373373 0.107 -0.176 -0.273 0.082
H 0.339432 1.241654 2.539486 0.101 0.045 -0.050 0.092
C -2.256697 -1.769405 -0.796877 -0.618 0.203 1.081 -0.061
C -1.439767 -3.005389 -1.090296 0.456 0.291 -2.184 -0.450
C -0.946728 -2.950141 -2.558774 -0.485 -0.382 0.640 -0.034
O -0.280705 -3.048375 -0.254787 -0.089 -0.099 0.931 -0.080
H -1.795592 -0.802816 -0.994000 0.501 -0.275 -0.164 0.049
H -2.552487 -1.737362 0.257231 0.094 -0.061 0.019 0.088
H -3.198446 -1.748787 -1.346934 0.102 -0.356 -0.219 0.088
H -2.029096 -3.918994 -0.983879 -0.066 0.064 0.407 0.134
H -0.393837 -3.861381 -2.796641 0.117 0.067 -0.070 0.080
H -0.309138 -2.080125 -2.704789 0.012 0.013 -0.166 0.064
H -1.812583 -2.913415 -3.220576 0.096 0.133 -0.115 0.086
H 0.285553 -3.793366 -0.480471 -0.208 -0.080 -0.213 0.110
C -1.947110 3.651138 -0.113487 -0.794 1.242 0.131 -0.069
C -2.543442 2.253018 -0.158798 0.673 0.270 -0.114 -0.467
C -2.815306 1.829542 -1.604349 0.087 0.535 0.641 -0.037
O -1.611007 1.337293 0.431495 0.029 -0.559 -0.295 -0.069
H -2.665972 4.379026 -0.512089 -0.028 -0.209 -0.262 0.081
H -1.023323 3.815689 -0.666013 0.064 -0.519 -0.057 0.086
H -1.814092 4.050487 0.898208 0.219 -0.486 0.169 0.072
H -3.464950 2.246489 0.429896 -0.114 -0.059 -0.052 0.133
H -3.186845 0.811980 -1.685757 0.062 -0.034 0.030 0.062
H -1.903029 1.968826 -2.184199 -0.004 -0.260 -0.124 0.085
H -3.575171 2.512798 -1.985731 -0.017 -0.080 -0.164 0.083
H -1.490351 1.546843 1.359354 -0.197 0.167 0.030 0.066
O 3.762166 -0.976477 -0.559840 0.489 0.016 0.146 -0.045
H 4.227450 -0.511062 -1.267868 -0.274 -0.099 -0.071 0.071
H 4.453839 -1.283308 0.037209 -0.072 0.019 -0.066 0.055

=====

No. 3
59
Properties=species:S:1:pos:R:3:forces:R:3:lowdin_charge:R:1 method="wB97M-V/def2-TZVPD" gap_ev=2.30 charge=+2 total_energy_ha=-1686.94555 lumo_energy_ev=-12.47 homo_energy_ha=-0.5426 de_lowest_kj_mol=579.6
Tl -14.085223 -17.426319 -5.277528 0.426 0.977 0.161 1.194
F -12.146135 -15.539878 -4.103749 0.242 0.547 0.231 -0.504
C -8.776831 -15.541446 -3.339270 0.601 0.098 2.559 -0.734
O -7.699302 -15.226870 -2.953759 2.943 0.673 0.637 0.176
N -9.275014 -15.382527 -4.503605 -0.832 0.714 -5.201 0.234
N -9.725807 -15.955540 -2.508574 -1.778 -1.199 2.011 0.292
H -8.678326 -15.013766 -5.230300 -0.192 -0.078 0.017 0.148
H -10.255716 -15.585412 -4.634595 -0.505 0.049 -0.483 0.055
H -10.651830 -16.014831 -2.907391 -0.789 -0.280 0.438 0.073
H -9.502435 -16.153344 -1.543645 -0.098 0.005 -0.033 0.156
C -12.038413 -14.999932 -7.733798 -4.131 -3.572 -0.212 -0.757
O -13.013835 -15.705943 -7.415456 -0.692 -1.285 -0.736 -0.041
N -11.675569 -14.165049 -6.866688 3.534 5.193 4.421 0.208
N -11.384464 -14.979551 -8.862763 1.146 -0.415 -1.779 0.217
H -11.005442 -13.454424 -7.123673 -0.071 0.139 0.100 0.135
H -11.821989 -14.276431 -5.873588 -0.664 -0.585 -0.291 0.060
H -11.677204 -15.626825 -9.580705 0.423 0.098 -0.059 0.144
H -10.421320 -14.735063 -8.681976 0.069 -0.127 -1.283 0.123
C -10.183075 -18.306123 -5.931512 -0.271 -0.603 0.275 -0.747
O -11.224181 -17.963355 -5.421608 -2.710 0.501 1.543 -0.066
N -9.609429 -17.523505 -6.797795 2.136 2.310 -2.572 0.188
N -9.536423 -19.427470 -5.706610 1.150 -2.280 0.577 0.215
H -8.747407 -17.804709 -7.242691 -0.188 0.329 -0.086 0.129
H -9.928575 -16.571588 -6.907834 -0.001 -0.495 -0.008 0.091
H -9.949026 -20.223604 -5.241822 -0.052 0.359 0.038 0.138
H -8.622328 -19.562605 -6.114360 -0.248 -0.216 0.103 0.127
C -15.132187 -15.158650 -2.147906 -0.448 1.429 1.571 -0.753
O -15.241874 -15.899159 -3.077225 -0.011 -2.728 -2.948 -0.022
N -14.028346 -14.932940 -1.466518 2.792 -0.700 -0.179 0.208
N -16.112487 -14.427275 -1.708166 -3.601 2.112 1.132 0.201
H -13.276185 -15.191594 -2.088978 0.961 0.088 0.735 0.080
H -13.975576 -14.319943 -0.665559 0.276 -0.190 -0.388 0.129
H -15.960418 -13.743276 -0.980766 -0.258 -0.191 -0.149 0.129
H -17.070851 -14.570893 -1.992806 0.275 -0.069 0.044 0.130
C -10.988016 -12.077321 -2.880122 1.520 5.347 0.947 -0.762
O -10.652511 -10.990387 -2.441931 0.399 0.239 -0.171 0.118
N -10.963326 -12.493782 -4.096685 0.783 -0.528 -5.832 0.218
N -11.437906 -13.010445 -2.154528 -2.159 -4.389 4.291 0.263
H -11.369557 -13.392009 -4.316363 0.294 0.200 -0.269 0.054
H -10.427798 -11.963479 -4.769070 -0.294 -0.101 -0.101 0.146
H -11.625553 -13.863375 -2.661866 -0.284 -0.691 1.131 0.068
H -11.438604 -12.848624 -1.157574 -0.250 -0.471 0.056 0.160
C -19.182467 -15.843676 -6.130345 -0.062 0.625 1.014 -0.019
C -17.659470 -15.993469 -6.090433 0.824 1.849 -0.902 -0.398
C -16.948061 -14.696791 -5.691854 -0.561 0.002 -1.010 -0.184
O -15.554164 -14.887634 -5.643961 -0.591 0.401 -0.153 -0.230
C -14.967735 -13.663020 -5.306380 2.059 0.400 -0.029 -0.088
N -17.235471 -16.855897 -5.030091 -1.345 -0.965 0.159 0.111
H -19.736432 -16.717530 -6.473273 0.301 0.025 -0.250 0.100
H -19.485963 -14.940153 -6.659158 0.018 -0.212 -0.344 0.099
H -19.474075 -15.672969 -5.094049 -0.372 0.054 0.148 0.090
H -17.365389 -16.365004 -7.072053 0.524 0.062 -0.011 0.158
H -17.204941 -14.401782 -4.674469 -0.631 -0.033 0.355 0.130
H -17.225744 -13.846371 -6.314587 0.144 0.094 -0.335 0.151
H -15.049535 -12.907586 -6.087872 -0.199 -0.120 -0.327 0.117
H -13.909297 -13.874041 -5.153753 0.005 0.009 -0.094 0.065
H -15.289548 -13.172785 -4.387581 -0.714 -0.422 0.279 0.106
H -18.100952 -17.369703 -4.946129 0.388 -1.801 0.669 0.105
H -17.246385 -16.282298 -4.198851 0.770 -0.186 0.594 0.066